(1)
Below is a structure of composition C37H37Br3ClF6IN6O5P2S3Tl, with properties calculated with ωB97M-V/def2-TZVPD.

Geometry (Å):
Tl 0.3115 -0.6055 -0.4297
I 0.2751 1.1607 2.6847
Br 3.3698 -2.5040 -4.5488
Br 0.6346 0.1600 6.0479
Br 7.9895 -1.8160 -1.4257
Cl 2.6639 -4.4037 4.2275
S -0.9869 -4.1680 -0.4469
S -0.6657 1.2863 -3.8938
S -2.8367 -0.3905 -3.3362
P -1.7081 2.5893 -0.0984
P 1.6774 2.6886 -0.4814
F -4.7966 0.2030 -4.9964
F -4.0280 1.9245 -3.9431
F 0.5082 -0.3696 -5.6451
F 0.5608 1.7163 -6.1860
F -5.2791 0.5008 -2.9060
F 1.8549 0.9807 -4.6240
O 2.0221 -1.1536 -2.1782
O -1.1004 2.6067 -4.2649
O -0.0494 1.1849 -2.5928
O -3.2183 -1.7017 -3.7721
O -2.6770 -0.1676 -1.9246
N 1.9063 -2.8600 0.6689
N -3.5152 -3.0531 -0.0847
N -3.2811 -4.3732 -1.8065
N -1.7184 0.1747 -4.2584
N -2.1951 -2.4973 1.7613
N 3.1609 -0.2666 0.1854
C 2.8595 -5.2661 1.6579
C -4.1508 -0.8546 2.8042
C 6.1073 -1.5540 -1.6215
C 2.7198 -5.0663 0.2950
C -4.3491 -1.4967 1.5986
C -0.7706 4.1729 -0.4191
C -3.0749 2.9168 -1.3004
C -0.1480 2.3567 4.3616
C 5.8788 -0.5944 0.6647
C 3.2338 3.2103 0.3746
C -3.3311 -2.3258 1.1131
C -0.9701 4.4562 5.2177
C 2.5211 -4.2264 2.5048
C -4.5694 -3.8884 -1.8346
C 4.1389 -1.8170 -2.9574
C -4.7284 -3.0845 -0.7811
C -2.0275 -1.8874 2.9289
C 3.9412 -0.8115 -0.7768
C -0.8532 3.9823 6.5161
C 5.0583 -0.0804 1.6257
C -2.6657 -5.1158 -2.8883
C -0.6145 3.6491 4.1497
C 2.1749 3.2171 -2.1740
C 5.3427 -0.9875 -0.5820
C 3.6926 0.0683 1.3325
C 5.5117 -1.9616 -2.7839
C -2.9703 -1.0551 3.5034
C -2.6820 3.0247 1.4243
C 0.6475 0.8541 -5.1641
C 2.0627 -3.0335 1.9723
C -4.3118 0.6303 -3.8264
C -2.5886 -3.8427 -0.7559
C 3.2694 -1.2452 -2.0031
C 2.2271 -3.8507 -0.1569
C 0.6880 4.1809 0.0303
C -0.0162 1.8981 5.6679
C -0.3677 2.7047 6.7414
H 6.0994 -2.4112 -3.5721
H -1.3440 5.4540 5.0297
H -3.4381 3.9434 -1.1940
H 4.0678 2.6279 -0.0178
H 6.9385 -0.7151 0.8442
H -1.0821 -2.0836 3.4241
H -0.2594 2.3229 7.7470
H 2.0728 -3.6571 -1.2130
H -4.9186 -0.1986 3.1945
H 3.1630 3.0228 1.4477
H -1.8211 -5.6688 -2.4877
H -0.7046 4.0213 3.1373
H -2.7845 -0.5758 4.4549
H -3.5623 2.3796 1.4030
H 3.2159 -6.2048 2.0601
H 1.2984 3.2885 -2.8165
H -2.3136 -4.4273 -3.6543
H -5.2671 -4.1691 -2.6023
H -1.3126 5.0124 0.0292
H -5.5977 -2.5433 -0.4733
H 5.4416 0.2177 2.5928
H -2.7281 2.7632 -2.3227
H -0.8134 4.2960 -1.5056
H 3.4325 4.2721 0.2102
H 3.0272 0.4899 2.0791
H 2.9829 -5.8455 -0.4067
H -1.1388 4.6032 7.3547
H -3.0098 4.0678 1.4311
H -3.4021 -5.8012 -3.3059
H 1.2025 5.0671 -0.3555
H 2.8226 2.4441 -2.5911
H 1.8227 -2.1939 2.6187
H -2.1380 2.8023 2.3457
H 2.7067 4.1709 -2.1544
H -3.8966 2.2265 -1.1061
H -5.2700 -1.3438 1.0620
H 0.7439 4.2229 1.1219

Values from the calculation:
* charge: -1
* DFT total energy: -360983.743 eV
* HOMO: -4.64 eV
* gap between HOMO and LUMO: 6.43 eV
* ΔE to the lowest compared entry with this formula, charge and spin: 1.456 eV



(2)
Below is a structure of composition C37H37Cl3O2P2Pb in a non-equilibrium geometry, with properties calculated with ωB97M-V/def2-TZVPD.

Geometry (Å):
Pb 0.3712 -0.7381 -0.0756
Cl -0.6600 0.3834 5.0101
Cl 2.0459 1.3654 4.3951
Cl 1.6629 -1.3888 5.3337
P 0.1521 -2.5020 -9.4359
P 2.2374 0.5032 -9.7167
O 0.3580 0.4875 2.2190
O 1.0583 -1.5927 2.3731
C -2.6147 -4.1936 -12.0655
C 3.1442 2.6532 -11.4422
C -1.2350 -1.6062 -5.6908
C 3.4824 3.0847 -6.7788
C -2.2625 -0.0847 0.8555
C 2.3380 0.2980 -0.1828
C 3.3851 2.0294 -7.6806
C -0.7889 -3.6397 -10.5528
C -1.8317 2.4658 0.5837
C 2.7502 1.3134 -11.3161
C 3.0953 1.0154 -13.7104
C -2.7539 -3.2956 -6.5509
C -0.2676 -0.8610 -10.0736
C -1.9579 -3.2775 -11.2288
C -0.9465 -5.8636 -11.5465
C 1.2878 2.9231 -8.5116
C -2.6843 0.5655 -1.5497
C -0.5661 2.3244 -0.1712
C -2.3725 1.2638 1.4481
C 3.5184 3.1710 -12.6890
C 2.2803 1.9418 -8.5628
C 2.7304 0.4972 -12.4686
C -2.3585 -2.4287 -5.5244
C -0.4198 1.8561 -1.3974
C 0.9677 -0.0636 4.4140
C 3.4950 2.3544 -13.8251
C -0.5052 -1.6556 -6.8766
C -2.0278 -3.3432 -7.7454
C -2.3779 -0.3881 -0.4488
C -1.5100 1.3360 -2.2715
C 0.7921 -0.4695 2.8929
C -0.8991 -2.5307 -7.9121
C 0.4781 0.2854 -10.0550
C -0.2833 -4.9520 -10.7288
C 2.4799 4.0613 -6.7252
C 1.3844 3.9788 -7.5909
C -2.1134 -5.4889 -12.2245
H 0.5980 4.7353 -7.5532
H -2.2493 -1.4495 -0.7846
H 0.3670 -1.0141 -7.0239
H 2.7081 -0.1714 0.7412
H -0.5596 -6.8789 -11.6620
H -3.5219 -3.8884 -12.5913
H 2.4117 -0.5433 -12.3799
H 4.3441 3.1538 -6.1099
H -1.3080 -0.7861 -10.4452
H 0.3353 2.6750 0.4078
H -2.6366 2.7666 -0.0962
H -3.4116 1.3089 -1.1934
H -3.6235 -3.9435 -6.4212
H 3.0709 0.3760 -14.5977
H -2.9216 -2.3967 -4.5899
H -0.0090 1.2213 -10.4008
H -2.6286 -6.2011 -12.8749
H -1.6966 3.2976 1.2996
H -1.8631 1.3017 2.4197
H -1.1026 0.6792 -3.0581
H -2.1086 -0.8958 1.6162
H 2.5931 -0.2298 -1.1152
H 0.6273 -5.2485 -10.2054
H -1.9683 2.1734 -2.8386
H 4.1643 1.2661 -7.7234
H -2.3513 -4.0131 -8.5463
H 3.1565 3.3093 -10.5695
H -3.1917 -0.0214 -2.3450
H -2.3868 -2.2833 -11.1157
H 2.5522 4.8835 -6.0088
H -0.9249 -0.9285 -4.8897
H 3.7912 2.7560 -14.7965
H 2.3805 1.3869 -0.2149
H 0.5897 1.9055 -1.9015
H 0.4314 2.8827 -9.1844
H -3.4381 1.4579 1.6814
H 3.8360 4.2136 -12.7710

Values from the calculation:
* DFT total energy: -104453.687 eV
* HOMO: -7.63 eV
* gap between HOMO and LUMO: 7.63 eV



(3)
Below is a cluster of 7 separate species, C37H37ClF2N8O2S in total in a non-equilibrium geometry, with properties calculated with ωB97M-V/def2-TZVPD.

Geometry (Å):
Cl 2.5685 5.6717 1.1610
S 0.7614 3.2493 3.2446
F 4.1136 4.9520 3.7325
F 1.2324 4.6199 4.1650
O -0.7340 3.5278 2.8178
O 0.6645 1.9413 4.1242
N 0.5514 1.7594 -1.6249
N 4.2524 -3.0568 -2.0077
N 0.7808 7.4540 -0.7701
N 2.1089 -4.5779 1.6751
N 2.3374 0.1189 1.2330
N -3.1033 -5.2188 0.3242
N 4.5418 3.0211 -0.9200
N -6.3170 -1.7345 1.0724
C 0.7035 -3.1082 0.3741
C 4.1942 3.8215 2.7327
C 1.9986 1.3736 1.3051
C -6.1230 0.9823 1.7088
C 1.7628 2.9915 1.6637
C 4.2764 2.4239 3.5715
C 0.2801 -0.3681 -3.4203
C 1.2915 0.5712 -3.5916
C -5.1216 -1.1317 1.2540
C -7.4136 -0.9587 1.2136
C 3.3245 -5.2213 -3.5168
C 3.1051 3.9021 1.5345
C 2.8261 -4.9907 -2.2390
C 1.3618 -5.6122 1.2316
C -5.8417 -4.6750 0.4937
C 1.3872 1.6063 -2.6753
C -0.5951 -0.2384 -2.3469
C -1.3739 7.8380 -2.5117
C 3.3150 -3.9047 -1.5306
C 0.2873 -5.4728 0.3680
C -0.0459 -4.1940 -0.0665
C -0.4216 0.8330 -1.4856
C 4.2893 -4.3643 -4.0365
C -0.6246 8.9237 -2.0711
C -3.8667 -5.0692 -0.7800
C 1.7627 -3.3485 1.2347
C 3.8804 3.3969 0.1411
C -5.0825 -4.8255 1.6492
C -1.0408 6.5592 -2.0772
C -4.9750 0.2090 1.5719
C 5.0662 1.1963 2.7604
C 0.0338 6.4197 -1.2136
C -7.3686 0.3905 1.5260
C -5.2251 -4.7977 -0.7472
C -3.7293 -5.0922 1.5147
C 0.4346 8.6834 -1.2105
C 4.7186 -3.3072 -3.2504
H -2.2108 7.9870 -3.1878
H 1.6591 -6.5894 1.6018
H -8.3620 -1.4673 1.0649
H 5.2624 1.4548 1.6321
H -1.0814 0.9797 -0.6350
H 6.1057 0.9353 3.2810
H 4.6974 -4.5166 -5.0293
H -0.8827 -4.0450 -0.7426
H 1.0374 3.3600 0.7876
H 2.9550 -3.6809 -0.5306
H -8.2820 0.9659 1.6251
H 4.9670 2.6392 4.5215
H 0.3310 5.4425 -0.8434
H 1.9890 0.4989 -4.4184
H 2.0747 -5.6406 -1.8052
H -0.2766 -6.3395 0.0425
H 0.4688 -2.0991 0.0548
H 0.1746 -1.1942 -4.1175
H 5.2677 3.9657 2.2282
H 4.4131 0.2074 2.8739
H -4.2557 -1.7761 1.1332
H -1.3934 -0.9540 -2.1855
H -6.9051 -4.4640 0.5594
H -5.5333 -4.7368 2.6312
H -3.3404 -5.1778 -1.7242
H 3.2653 2.0226 3.9985
H 2.1616 2.3626 -2.7641
H -3.0937 -5.2149 2.3868
H -0.8592 9.9328 -2.3904
H 2.9645 -6.0618 -4.1029
H -3.9898 0.6400 1.7090
H -1.6046 5.6924 -2.4027
H 5.4727 -2.6127 -3.6099
H 1.0515 9.4975 -0.8412
H -5.7888 -4.6854 -1.6664
H 2.3795 -2.5344 1.6040
H -6.0478 2.0372 1.9560

Values from the calculation:
* DFT total energy: -83766.739 eV
* SMILES string: CC[C@H](F)[C@@](Cl)(C#N)[C@@H](C#N)S(=O)(=O)F.c1ccncc1.c1ccncc1.c1ccncc1.c1ccncc1.c1ccncc1.c1ccncc1
* HOMO: -9.25 eV
* gap between HOMO and LUMO: 7.24 eV



(4)
Below is a structure of composition C37H37F5P2Ru in a non-equilibrium geometry, with properties calculated with ωB97M-V/def2-TZVPD.

Geometry (Å):
Ru -1.1851 1.5098 -3.5392
P 2.5318 -0.8129 -1.8816
P -1.7069 -0.6674 -2.7798
F -1.5060 4.2519 -0.8737
F 0.1719 2.9582 -0.2000
F -3.1143 1.9204 -0.7814
F -1.6707 3.0757 0.9750
F -1.2807 0.7362 -0.4267
C -0.8040 -0.6865 -6.0923
C -3.6875 -4.1198 -2.3129
C -0.1511 -1.5480 -3.1012
C 0.3285 1.1561 -4.7035
C 6.3192 -3.2035 -0.7891
C 4.0376 -1.7788 -1.6363
C 0.0666 2.5819 -4.7521
C 3.9340 -3.1289 -1.2291
C -5.7582 1.8316 -2.8798
C 2.9901 0.8562 -2.4490
C -2.7111 -2.1849 -0.5094
C 4.1540 2.4360 -3.8797
C 0.3977 0.2616 -5.9471
C 1.2398 -1.4942 -2.9661
C -4.8334 -0.4050 -3.2134
C -2.3919 1.3117 -5.9066
C -3.8123 -4.3070 -0.9340
C -3.3557 -3.3311 -0.0412
C -1.9803 0.0137 -5.4953
C -3.4916 1.5727 -3.5126
C 1.7608 -0.5753 -0.2710
C 5.0611 -3.8283 -0.7921
C 3.6595 3.5041 -3.1298
C 2.3212 1.9485 -1.8796
C -4.4916 2.3882 -2.9509
C -2.5549 -2.0040 -1.8975
C 3.8821 1.1121 -3.5084
C 6.4469 -1.8937 -1.2803
C 2.6771 3.2581 -2.1742
C -3.0520 -2.9765 -2.7836
C 5.3137 -1.1859 -1.6827
C -3.5859 0.1547 -3.3318
C -1.7841 1.8885 -1.0640
C -1.6723 2.4371 -6.5979
C -0.7485 3.3289 -5.7395
C -1.1886 3.0673 -0.3006
C -5.9356 0.4583 -3.0523
H -3.5051 -3.4744 1.0303
H 1.7757 -2.1720 -3.6671
H -5.0149 -1.4759 -3.2756
H 0.8900 0.0784 -0.3662
H 1.1703 0.8469 -4.0630
H 4.3611 0.2860 -4.0336
H 4.7612 2.6503 -4.7605
H -4.0775 -4.8521 -3.0188
H -6.5939 2.4820 -2.6667
H -4.2599 3.4208 -2.7207
H -2.4728 3.1176 -6.9232
H -0.1482 3.9536 -6.4275
H -1.1629 2.1121 -7.5156
H 1.5167 1.7692 -1.1818
H 5.4271 -0.1582 -2.0294
H 1.4213 -1.5467 0.1086
H 4.0112 4.5226 -3.3044
H -3.1782 1.9733 -4.5368
H 7.1930 -3.7353 -0.4144
H -1.3367 4.0301 -5.1320
H -0.6253 -1.6310 -5.5565
H -3.4366 1.2844 -6.2527
H -0.9106 -0.9511 -7.1673
H 0.4941 0.9035 -6.8330
H -0.4689 -2.4580 -3.6405
H -4.2653 -5.2229 -0.5586
H -2.8148 -0.6693 -5.2797
H 2.1861 4.0762 -1.6440
H -2.3454 -1.4268 0.1790
H 1.3174 -0.3456 -5.8956
H 7.4364 -1.4317 -1.3449
H 2.5123 -0.1471 0.4105
H 2.9585 -3.6152 -1.2369
H 4.9628 -4.8622 -0.4498
H 0.8152 3.2195 -4.2544
H -6.9397 0.0416 -3.0363
H -2.9682 -2.8029 -3.8541

Values from the calculation:
* multiplicity: 5
* charge: +2
* DFT total energy: -73690.197 eV
* HOMO (alpha / beta): -12.88 / -13.96 eV
* gap between HOMO and LUMO (alpha / beta): 5.65 / 6.19 eV
* ΔE to the lowest compared entry with this formula, charge and spin: 2.721 eV



(5)
Below is a structure of composition C37H37F5P2Ti in a non-equilibrium geometry, with properties calculated with ωB97M-V/def2-TZVPD.

Geometry (Å):
Ti 0.0533 1.1855 0.0264
P 2.8302 8.1407 -2.0809
P 0.1662 9.1638 -0.6924
F -0.7447 -2.3433 2.9072
F -1.2223 -0.2206 3.2309
F 0.8691 -0.9396 3.2690
F -1.6349 -1.3457 0.8517
F 0.5229 -1.7433 0.5552
C -0.7541 -1.2021 -2.4607
C -1.4222 8.3411 -0.4027
C -1.3630 2.3918 -2.4024
C 1.9993 5.5258 -2.1883
C 0.8968 2.3835 1.4348
C 0.2942 9.1263 -2.5007
C 2.1018 4.1754 -2.4874
C -3.5277 7.4194 -1.1862
C 1.4074 8.6100 -3.0958
C 2.9751 6.4238 -2.6656
C 4.1031 4.5990 -3.7932
C 5.3849 9.4637 -2.0279
C 4.2549 9.1345 -2.8142
C -1.6394 11.3580 -0.1672
C 5.2460 10.3662 -4.6686
C 3.1417 3.7025 -3.3059
C 6.4389 10.1971 -2.5808
C 0.2524 13.3227 -0.7422
C -1.7716 1.8240 -1.0712
C -2.3081 8.0561 -1.4424
C -1.7460 7.9461 0.9148
C -0.3419 10.9754 -0.5350
C 4.1681 9.6568 -4.1155
C -2.0971 -0.4448 -2.1840
C -0.0803 1.7556 -2.9928
C -1.9791 12.7078 -0.0796
C -1.0315 13.7012 -0.3337
C 6.3973 10.6173 -3.9147
C 0.7818 0.7985 -2.1257
C -2.9533 7.3038 1.1776
C -0.3543 -0.8038 1.1299
C -2.1446 0.4780 -1.0235
C -3.8411 7.0194 0.1215
C 0.6023 11.9733 -0.8515
C 0.5232 -0.5757 -2.0636
C -0.3261 -1.0717 2.6453
C 4.0334 5.9544 -3.4495
H 1.3746 3.4880 -2.0384
H -2.0511 2.5069 -0.2529
H -1.2785 3.4898 -2.3306
H 1.3451 -1.2612 -1.8579
H -0.8146 -2.1782 -1.9530
H -2.4012 10.6000 0.0274
H -1.2933 14.7565 -0.2324
H 5.1825 10.7325 -5.6925
H 0.5682 2.5892 -3.3107
H -0.3668 1.2101 -3.9161
H -2.1641 2.1791 -3.1352
H -2.9950 12.9770 0.1885
H -2.0542 8.3092 -2.4657
H 1.2800 1.4948 2.0244
H 1.1806 5.8637 -1.5519
H -4.7765 6.4806 0.3185
H -2.6950 0.1272 -0.1510
H 3.2208 2.6370 -3.5437
H 0.1687 2.9068 2.0726
H -2.4061 0.0351 -3.1237
H 5.4308 9.1443 -0.9828
H -0.7228 -1.4196 -3.5403
H 4.8053 6.6470 -3.7723
H 7.3034 10.4537 -1.9702
H 4.9251 4.2375 -4.4207
H -1.0381 8.1335 1.7221
H 1.7172 3.0865 1.2185
H 1.8352 1.1308 -2.0378
H 1.4743 8.4360 -4.1793
H 3.2469 9.5066 -4.6888
H 1.6010 11.6936 -1.2012
H -4.2283 7.2203 -2.0079
H -3.2179 7.0042 2.2020
H -0.5136 9.6247 -3.0550
H 7.2404 11.1561 -4.3569
H 0.9908 14.0880 -0.9783
H -2.8133 -1.2472 -1.9421

Values from the calculation:
* multiplicity: 3
* DFT total energy: -94244.315 eV
* HOMO (alpha / beta): -6.83 / -7.73 eV
* gap between HOMO and LUMO (alpha / beta): 7.15 / 7.49 eV
* ΔE to the lowest compared entry with this formula, charge and spin: 0.617 eV



- Which value of DFT total energy does entry 2 give?
  -104453.687 eV



- Among the records above, which one has the highest DFT total energy?
  C37H37F5P2Ru



- What is the formula in the fourth record?
  C37H37F5P2Ru